{
  "formula": "C26H58NO17",
  "method": "wB97M-V/def2-TZVPD",
  "species": ["N", "H", "H", "H", "H", "C", "C", "C", "O", "H", "H", "H", "H", "H", "H", "H", "C", "C", "C", "O", "H", "H", "H", "H", "H", "H", "H", "C", "C", "O", "C", "O", "O", "C", "H", "H", "H", "H", "H", "H", "H", "H", "C", "C", "O", "C", "O", "O", "C", "H", "H", "H", "H", "H", "H", "H", "H", "C", "C", "O", "C", "O", "O", "C", "H", "H", "H", "H", "H", "H", "H", "H", "C", "C", "O", "C", "O", "O", "C", "H", "H", "H", "H", "H", "H", "H", "H", "C", "C", "O", "C", "O", "O", "C", "H", "H", "H", "H", "H", "H", "H", "H"],
  "positions_angstrom": [[0.27967, -0.83620, -0.24800], [1.01998, -1.26217, -0.87872], [0.36312, 0.16230, -0.38187], [0.47330, -1.20364, 0.67769], [-0.58821, -1.23541, -0.67080], [3.51378, -0.82335, -2.61713], [2.89784, -2.23186, -2.69074], [3.97473, -3.29043, -2.62993], [1.81114, -2.57123, -1.89913], [3.89694, -0.65934, -1.59913], [2.85206, 0.01592, -2.82038], [4.35642, -0.76863, -3.31485], [2.41873, -2.28133, -3.69791], [3.60144, -4.30461, -2.77006], [4.37376, -3.31445, -1.60015], [4.88823, -3.16647, -3.22870], [-2.04163, -3.40225, 1.34616], [-2.61542, -3.31737, -0.11117], [-4.01806, -2.72252, -0.05309], [-1.74867, -2.68348, -0.94414], [-2.80150, -3.82789, 2.02405], [-1.81208, -2.41063, 1.73659], [-1.19553, -4.08639, 1.42128], [-2.70882, -4.37056, -0.45323], [-4.74757, -3.44160, 0.35069], [-4.42244, -2.51663, -1.04754], [-4.06099, -1.82680, 0.57817], [0.41955, 4.51893, -2.79390], [1.04462, 3.69425, -1.68611], [2.37609, 3.27483, -2.02250], [2.85896, 2.18010, -1.47928], [2.23436, 1.34092, -0.88705], [4.19936, 2.26293, -1.51366], [4.93916, 1.39083, -0.68469], [-0.44297, 5.01943, -2.35544], [0.02527, 3.86857, -3.57712], [1.16731, 5.18398, -3.21964], [0.47613, 2.80887, -1.39601], [1.14904, 4.30153, -0.78322], [4.93641, 0.38820, -1.11381], [4.53861, 1.30450, 0.32850], [5.94100, 1.80307, -0.59479], [-7.89808, 0.53778, 3.77602], [-6.96294, 0.71861, 2.58436], [-5.64606, 0.46989, 3.04819], [-4.60367, 0.55921, 2.22407], [-4.61417, 1.08779, 1.14223], [-3.56760, 0.03460, 2.85643], [-2.28634, 0.17808, 2.28997], [-7.82068, -0.44344, 4.24834], [-8.93374, 0.60913, 3.43799], [-7.72016, 1.27591, 4.55643], [-7.06817, 1.77267, 2.32025], [-7.21913, 0.05936, 1.75835], [-2.28919, -0.03079, 1.21810], [-1.55930, -0.43989, 2.81043], [-1.90785, 1.19556, 2.40494], [5.19633, -2.11093, 0.38855], [3.74535, -2.02498, 0.81904], [3.53795, -2.61246, 2.11783], [2.29845, -2.51274, 2.55593], [1.46375, -1.79163, 2.11013], [2.20087, -3.28242, 3.63823], [0.95476, -3.36478, 4.29864], [5.85441, -1.53409, 1.04308], [5.30982, -1.79735, -0.64763], [5.56782, -3.13734, 0.42157], [3.15629, -2.61896, 0.11305], [3.34684, -1.00957, 0.79957], [0.51005, -2.37066, 4.39043], [1.12053, -3.79761, 5.28155], [0.25601, -3.98822, 3.73753], [1.91217, 1.80020, 3.83873], [2.44290, 2.40784, 2.53785], [1.54081, 3.29490, 1.89839], [0.38293, 2.77392, 1.50422], [0.14544, 1.61592, 1.32187], [-0.44598, 3.77225, 1.19349], [-1.65054, 3.37952, 0.54147], [1.69089, 2.57813, 4.56692], [2.77262, 1.26344, 4.24824], [1.10306, 1.10509, 3.62890], [2.79913, 1.67731, 1.80799], [3.34537, 2.95029, 2.82914], [-2.33490, 2.96835, 1.27874], [-1.55660, 2.67914, -0.29237], [-2.05999, 4.26706, 0.05730], [0.69449, 0.73010, -5.59365], [0.22301, 0.47456, -4.17343], [-1.18528, 0.72765, -4.12004], [-1.74022, 0.80681, -2.92928], [-1.11974, 0.85883, -1.89148], [-3.04915, 0.96528, -3.07504], [-3.80020, 0.88133, -1.85895], [1.77081, 0.88588, -5.61866], [0.07322, 1.50154, -6.04941], [0.52251, -0.15027, -6.21994], [0.69989, 1.17543, -3.48716], [0.44336, -0.54916, -3.87257], [-4.87165, 0.82455, -2.00479], [-3.48381, 1.72768, -1.24640], [-3.50985, 0.01183, -1.26297]],
  "forces_ev_per_a": [[0.696, -0.572, -1.609], [0.021, -0.707, -0.153], [-0.211, 0.088, 0.545], [-0.237, 0.341, 0.046], [-0.478, -0.557, 0.532], [0.426, -0.414, 0.718], [-2.453, -0.477, -1.494], [1.239, -0.602, 1.175], [1.144, 1.385, 1.157], [-0.395, -0.298, -0.480], [-0.354, -0.328, -0.160], [0.075, 0.072, 0.007], [0.815, 0.110, -0.602], [-0.324, 0.157, -0.295], [-0.257, -0.058, -0.227], [-0.298, 0.241, -0.413], [-1.097, -0.581, 0.108], [1.480, -0.025, -0.032], [-0.872, -0.335, 0.066], [-0.275, 0.979, 0.163], [-0.034, 0.051, 0.021], [0.269, 0.019, -0.168], [0.293, 0.305, -0.273], [-0.350, -0.232, 0.169], [0.153, 0.005, 0.330], [0.390, 0.305, -0.099], [0.053, 0.130, -0.179], [0.026, -1.052, 0.115], [-0.079, -0.251, 0.751], [0.088, 0.708, -1.271], [0.465, 0.162, 1.715], [-0.071, -0.068, -0.001], [-0.281, 0.503, -0.493], [0.205, -0.728, 0.417], [0.144, 0.396, -0.131], [0.153, 0.028, -0.118], [-0.227, 0.301, 0.065], [-0.191, 0.042, -0.318], [0.042, 0.072, -0.047], [0.493, 0.476, 0.198], [-0.296, 0.199, -0.110], [0.015, 0.025, -0.282], [-0.165, -0.616, -0.030], [-0.470, 0.626, 0.726], [0.000, -0.598, 0.586], [0.075, 0.459, -0.096], [0.035, -0.067, -0.116], [-0.372, -0.371, 0.659], [0.956, 0.836, -0.866], [0.250, -0.051, -0.156], [0.023, 0.236, -0.030], [0.052, 0.130, -0.124], [0.243, -0.104, -0.611], [0.092, 0.055, -0.117], [0.015, -0.235, 0.108], [-0.426, -0.387, 0.031], [-0.371, 0.040, 0.086], [0.305, -0.135, 0.834], [-0.132, -0.389, -1.102], [0.679, -0.104, -0.031], [1.091, -0.301, 0.710], [-1.250, 0.503, -0.009], [0.383, -0.454, 0.226], [-0.795, 0.382, -0.197], [0.006, 0.188, -0.076], [-0.075, 0.193, 0.202], [-0.198, -0.077, 0.058], [-0.263, 0.290, -0.144], [0.122, 0.049, 0.088], [0.020, -0.076, 0.079], [0.189, 0.025, -0.059], [0.070, 0.008, -0.032], [0.774, -0.157, -0.752], [0.764, -0.653, 0.592], [-0.153, 0.778, 0.504], [0.116, 0.182, -1.103], [0.003, -0.454, 0.514], [0.335, 0.239, -0.097], [-0.785, 0.090, -0.508], [-0.424, 0.026, -0.111], [-0.213, -0.284, 0.074], [-0.121, 0.080, 0.336], [-0.443, -0.328, 0.126], [-0.295, 0.628, -0.381], [-0.196, 0.054, -0.162], [0.632, -0.355, 0.431], [-0.010, 0.238, 0.534], [-0.618, -0.878, -0.239], [0.553, 0.341, 0.016], [-0.342, -0.424, -0.900], [0.368, 0.625, 0.380], [-0.398, 0.020, 0.063], [-0.580, -0.644, -0.339], [1.068, 0.039, 1.387], [-0.065, 0.469, -0.008], [0.515, 0.443, 0.069], [-0.059, -0.078, 0.134], [0.115, -0.146, 0.124], [-0.096, 0.001, 0.312], [0.069, 0.326, -0.621], [-0.595, 0.136, 0.046], [0.087, -0.186, -0.360]],
  "orbital_gap_ev": 5.58,
  "relative_energy_kcal_mol": 0.0,
  "total_charge": -1,
  "e_homo_ev": -3.2,
  "total_energy_ev": -64200.0615
}